Entry 1:
ORCA calculation (the ωB97M-V functional and the def2-TZVPD basis) on a molecular structure, C3H4ClFO.

Each line ends with the Löwdin charge.
CARTESIAN COORDINATES (ANGSTROEM)
C  0.277279  0.571726  0.296534  -1.032
C  0.708079  -0.796646  -0.174733  -0.042
C  -1.022295  0.243458  0.055161  -0.179
H  1.581144  -0.979314  -0.951745  0.159
H  1.019625  -1.572283  0.497694  0.097
H  -1.951545  -0.195840  0.776692  0.200
H  -1.522171  1.005886  -0.675591  0.159
O  -0.748867  -0.910158  -0.925365  -0.127
F  0.616769  1.422322  -0.624934  0.023
Cl  1.041981  1.210848  1.726286  0.743

Forces on atoms 1 to 2 (eV/Å):
C 5.4 -1.4 1.6
C 0.7 -1.9 -3.8

## Properties
E_HOMO in eV: -10.31
Gap between HOMO and LUMO in eV: 11.19

***

Entry 2:
ORCA calculation (the ωB97M-V functional and the def2-TZVPD basis) on C4H6N2 in the gas phase.

Each line ends with the Löwdin charge.
CARTESIAN COORDINATES (ANGSTROEM)
C  0.550178  -0.447192  -1.602653  -0.093
C  -0.030348  -0.024340  -0.289776  -0.353
C  -1.061010  -0.665209  0.449371  -0.120
N  -1.190218  -0.137849  1.716587  0.051
C  -0.278510  0.807312  1.715931  -0.250
N  0.450557  0.900384  0.594509  0.065
H  -0.394617  -0.904787  -2.165858  0.103
H  0.882295  0.518369  -2.173788  0.087
H  1.430040  -1.363339  -1.597863  0.134
H  -1.615317  -1.561451  0.296824  0.089
H  -0.097605  1.461385  2.542628  0.107
H  1.354556  1.416717  0.514088  0.181

Forces on atoms 1 to 2 (eV/Å):
C -0.1 -1.0 -1.8
C -1.3 -2.5 1.1

## Properties
E_HOMO in eV: -8.34
SMILES string: Cc1cnc[nH]1
Gap between HOMO and LUMO in eV: 9.15

***

Entry 3:
ORCA calculation (the ωB97M-V functional and the def2-TZVPD basis) on C4H13N2S in the gas phase.

Each line ends with the Mulliken spin population.
CARTESIAN COORDINATES (ANGSTROEM)
C  1.179412  0.740516  -0.120197  0.050
N  -0.252613  0.317969  0.027523  -0.071
C  -0.735294  -0.171116  1.315105  0.040
C  -2.255720  -0.229017  1.532112  0.018
S  -3.156875  1.232305  0.462422  0.037
C  1.994001  -0.372729  -0.848838  0.465
N  1.292644  -0.810233  -2.168232  2.457
H  1.598472  0.913751  0.825594  0.045
H  1.375017  1.717642  -0.614954  -0.113
H  -1.052204  0.336752  -0.655608  -0.049
H  -0.284548  0.502296  2.194544  0.000
H  -0.325638  -1.207432  1.487418  -0.028
H  -2.671177  -1.294644  1.199207  0.004
H  -2.605195  -0.165920  2.582189  -0.005
H  -2.874177  2.166034  1.415261  -0.002
H  2.149884  -1.263153  -0.193827  0.059
H  3.111200  -0.092627  -1.120155  -0.098
H  2.102940  -0.945205  -2.704964  -0.784
H  0.908377  0.052983  -2.556063  -0.389
H  0.501501  -1.428171  -2.058529  -0.636

Forces on atoms 1 to 2 (eV/Å):
C -1.4 -1.0 -2.2
N -0.7 0.2 0.2

## Properties
Spin multiplicity: 2
E_HOMO (alpha / beta) in eV: -3.45 / -8.65
Gap between HOMO and LUMO (alpha / beta) in eV: 4.23 / 9.35

***

Entry 4:
ORCA calculation (the ωB97M-V functional and the def2-TZVPD basis) on C4H7NO2 in the gas phase.

Each line ends with the Löwdin charge.
CARTESIAN COORDINATES (ANGSTROEM)
C  1.551489  -0.426576  -0.229396  -0.019
C  0.152189  -0.660694  0.265553  -0.337
N  -0.167289  -1.586574  1.105593  0.011
O  0.949720  -2.332558  1.474256  -0.071
C  -0.938175  0.188734  -0.122814  -0.090
C  -1.531700  2.263610  -0.976447  -0.024
O  -0.698732  1.288811  -0.780616  -0.080
H  1.985018  -1.367208  -0.579519  0.083
H  1.576976  0.311322  -1.033238  0.077
H  2.178819  -0.076787  0.597237  0.091
H  0.587718  -2.916082  2.151787  0.092
H  -1.942815  0.039054  0.260363  0.128
H  -1.193996  3.057527  -1.619471  0.066
H  -2.509222  2.217420  -0.513288  0.073

Forces on atoms 1 to 2 (eV/Å):
C 0.1 0.0 0.0
C -0.4 0.7 -0.4

## Properties
E_HOMO (alpha / beta) in eV: -7.34 / -7.49
Gap between HOMO and LUMO (alpha / beta) in eV: 7.95 / 7.86

***

Entry 5:
ORCA calculation (the ωB97M-V functional and the def2-TZVPD basis) on a gas-phase ion, C6H6ClNO3P (charge +1).

Each line ends with the Löwdin charge.
CARTESIAN COORDINATES (ANGSTROEM)
O  0.387552  -2.856457  0.214410  0.203
C  0.961378  -1.868169  0.494150  -0.547
O  1.997147  -1.831628  1.326155  0.178
C  0.562138  -0.534888  -0.094728  -0.098
C  1.210632  -0.074359  -1.234713  0.059
C  0.862222  1.153808  -1.761107  0.012
N  -0.098525  1.880724  -1.180201  0.122
C  -0.770419  1.459842  -0.096125  -0.048
C  -0.457264  0.239983  0.478914  -0.286
P  -1.317258  -0.390736  2.017096  0.615
O  -2.170275  -1.596486  1.359473  -0.303
Cl  -2.692514  1.111240  2.275741  0.311
H  2.383735  -0.947890  1.372551  0.137
H  1.973753  -0.665929  -1.709737  0.148
H  1.362948  1.538961  -2.632960  0.152
H  -0.344015  2.781228  -1.576418  0.192
H  -1.547923  2.069185  0.336779  0.080
H  -2.303309  -1.468431  0.410720  0.075

Forces on atoms 1 to 2 (eV/Å):
O -0.7 -1.0 -0.4
C 0.4 0.7 0.1

## Properties
E_HOMO in eV: -13.54
SMILES string: O=C(O)c1cc[nH+]cc1P(O)Cl
Net charge: +1
Gap between HOMO and LUMO in eV: 8.20

***

Entry 6:
ORCA calculation (the ωB97M-V functional and the def2-TZVPD basis) on a gas-phase ion, C6H8N (charge +1).

Each line ends with the Löwdin charge.
CARTESIAN COORDINATES (ANGSTROEM)
C  0.927311  0.565214  -0.717687  -0.051
C  0.015420  0.363740  0.503695  -0.229
C  -1.005137  1.626486  0.544003  0.085
C  -1.983153  1.246375  -0.201984  0.086
C  -2.569082  0.142579  -0.492758  -0.007
N  -2.207829  -0.957933  -0.118270  0.105
C  -0.701611  -1.035577  0.244727  -0.021
H  1.609658  1.355852  -0.589517  0.075
H  0.365883  0.811867  -1.564098  0.076
H  1.561922  -0.320967  -0.906548  0.109
H  0.506704  0.354439  1.539734  0.172
H  -0.630237  2.426571  1.236142  0.160
H  -2.823149  -1.858726  -0.099968  0.229
H  -0.223858  -1.495353  -0.586486  0.117
H  -0.724920  -1.537451  1.126311  0.093

Forces on atoms 1 to 2 (eV/Å):
C 1.1 -1.0 1.6
C -0.8 -0.3 0.0

## Properties
E_HOMO (alpha / beta) in eV: -14.99 / -14.99
SMILES string: C[C@H]1C=C=C=[NH+]C1
Net charge: +1
Gap between HOMO and LUMO (alpha / beta) in eV: 9.37 / 9.37

***

In eV, the total energy values for the records above are, in order, -20459.43531; -7224.50456; -18168.89183; -9841.87721; -35757.44858; -7829.55534.
In eV/Å, the F_max values for the records above are, in order, 12.08; 3.76; 4.40; 1.46; 1.23; 5.64.
In kJ/mol, the energy relative to the best compared isomer or geometry (same formula, charge and spin) values for the records above are, in order, 316.6; 104.8; 393.4; 521.3; 0.0; 591.7.